Entry from the Open Molecules 2025 dataset: a molecular structure, C24H69FNNbO9P at a distorted geometry (the ωB97M-V functional and the def2-TZVPD basis).

Cartesian coordinates (Å):
C1 6.497 -0.662 2.101
C2 6.178 -1.970 1.221
C3 4.830 -1.871 0.348
C4 3.593 -2.087 1.365
C5 2.385 -2.932 0.714
C6 1.287 -3.427 1.780
Nb1 -0.150 -1.828 2.517
C7 0.413 -0.327 0.888
C8 -0.304 1.069 1.247
O1 -0.138 1.682 2.335
F1 -1.176 1.722 0.299
P1 1.594 -0.922 4.182
N1 1.113 -1.389 5.680
H1 7.070 -0.985 3.041
H2 5.571 -0.098 2.459
H3 7.148 0.028 1.466
H4 6.068 -2.901 1.896
H5 7.064 -2.179 0.511
H6 4.825 -2.778 -0.369
H7 4.746 -0.924 -0.282
H8 3.963 -2.632 2.315
H9 3.274 -1.039 1.718
H10 1.913 -2.410 -0.201
H11 2.881 -3.893 0.290
H12 1.818 -3.895 2.699
H13 0.659 -4.285 1.329
H14 -1.324 -0.621 3.206
H15 -0.671 -2.995 3.822
H16 -1.401 -2.501 1.358
H17 1.530 -0.153 0.740
H18 -0.024 -0.686 -0.106
H19 2.918 -1.458 3.998
H20 1.593 0.516 4.195
H21 0.243 -1.938 5.624
C9 -1.637 -2.549 -3.805
C10 -0.365 -2.457 -2.985
O2 -0.609 -2.878 -1.649
H22 -2.422 -1.929 -3.365
H23 -1.462 -2.222 -4.833
H24 -2.013 -3.576 -3.822
H25 -0.005 -1.427 -2.953
H26 0.422 -3.086 -3.413
H27 -0.919 -3.793 -1.682
C11 -1.526 1.141 -7.290
C12 -0.841 0.230 -6.291
O3 -0.941 -1.127 -6.710
H28 -2.580 0.870 -7.397
H29 -1.460 2.185 -6.976
H30 -1.070 1.042 -8.280
H31 -1.313 0.315 -5.310
H32 0.218 0.488 -6.189
H33 -0.514 -1.198 -7.573
C13 3.783 0.221 8.617
C14 4.257 -1.107 8.060
O4 3.284 -2.111 8.299
H34 3.597 0.141 9.692
H35 4.525 1.005 8.444
H36 2.840 0.520 8.151
H37 5.188 -1.413 8.542
H38 4.434 -1.038 6.981
H39 2.463 -1.833 7.857
C15 -3.799 3.970 1.426
C16 -3.938 4.106 2.930
O5 -3.450 2.939 3.575
H40 -4.350 3.097 1.067
H41 -4.177 4.860 0.916
H42 -2.752 3.822 1.146
H43 -4.988 4.231 3.207
H44 -3.378 4.972 3.297
H45 -2.517 2.839 3.333
C17 4.377 4.315 3.537
C18 4.848 2.986 2.981
O6 3.875 1.979 3.224
H46 4.194 4.238 4.612
H47 5.120 5.098 3.362
H48 3.433 4.616 3.074
H49 5.780 2.679 3.462
H50 5.023 3.054 1.902
H51 3.056 2.253 2.788
C19 -4.108 4.500 -4.443
C20 -2.827 3.999 -5.079
O7 -2.699 4.519 -6.399
H52 -4.975 4.200 -5.039
H53 -4.223 4.104 -3.432
H54 -4.116 5.593 -4.397
H55 -2.832 2.910 -5.144
H56 -1.954 4.306 -4.494
H57 -2.685 5.483 -6.333
C21 -4.847 2.738 -10.433
C22 -5.681 2.034 -9.380
O8 -4.885 1.739 -8.240
H58 -4.000 2.114 -10.731
H59 -5.446 2.965 -11.318
H60 -4.433 3.670 -10.039
H61 -6.074 1.093 -9.770
H62 -6.524 2.659 -9.069
H63 -4.547 2.578 -7.894
C23 -4.019 -5.498 4.364
C24 -3.271 -5.481 3.046
O9 -1.947 -5.963 3.232
H64 -3.505 -4.880 5.104
H65 -5.039 -5.124 4.239
H66 -4.064 -6.513 4.771
H67 -3.209 -4.463 2.655
H68 -3.773 -6.108 2.301
H69 -2.011 -6.866 3.570

**Frontier orbital gap**: 6.40 eV
**M**: 658.7 g mol⁻¹
**Net charge**: -1

These are the Löwdin partial charges, in e, on atoms 1 to 2:
1. C -0.126
2. C -0.275

***

Entry from the Open Molecules 2025 dataset: a molecular structure, C5H15N2O at a distorted geometry (the ωB97M-V functional and the def2-TZVPD basis).

Cartesian coordinates (Å):
C1 2.195 2.110 0.476
C2 1.404 1.134 1.380
C3 -0.033 1.009 0.967
C4 -1.072 0.307 -0.601
N1 -0.753 -1.425 -2.982
C5 -0.868 -1.893 -1.762
N2 -1.029 -1.134 -0.692
H1 3.145 2.374 0.934
H2 1.639 3.041 0.359
H3 2.386 1.673 -0.503
H4 1.401 1.568 2.386
H5 1.888 0.155 1.370
H6 0.074 0.768 -0.315
H7 -0.756 1.746 1.303
H8 -1.974 0.545 -0.043
H9 -1.183 0.772 -1.582
H10 -0.665 -0.442 -3.182
H11 -0.609 -2.056 -3.759
H12 -0.873 -2.973 -1.660
H13 -0.962 -1.584 0.226
H14 -0.934 -1.139 2.500
H15 -1.272 -2.539 2.999
O1 -1.149 -2.018 2.182

**Frontier orbital gap (spin up / spin down)**: 9.19 / 8.81 eV
**Spin multiplicity**: 2
**Expectation value of S²**: 0.75
**M**: 119.2 g mol⁻¹
**Net charge**: +2

These are the Löwdin partial charges, in e, on atoms 1 to 2:
1. C -0.055
2. C -0.217

***

Entry from the Open Molecules 2025 dataset: a molecular structure, C15H16N2O8Pd (the ωB97M-V functional and the def2-TZVPD basis).

Cartesian coordinates (Å):
Pd1 0.236 0.087 -1.209
O1 -2.709 3.668 -1.896
C1 -1.803 2.908 -1.249
O2 -2.008 2.364 -0.205
C2 -0.526 2.854 -2.051
O3 0.484 2.196 -1.298
C3 1.762 2.237 -1.983
C4 1.771 1.277 -3.184
O4 2.517 1.487 -4.114
O5 0.933 0.281 -3.085
H1 -3.519 3.659 -1.364
H2 -0.719 2.331 -2.993
H3 -0.206 3.873 -2.281
H4 1.975 3.255 -2.307
H5 2.489 1.921 -1.236
O6 2.018 0.064 3.843
C5 0.726 0.459 4.002
C6 0.187 0.666 5.268
C7 -1.137 1.042 5.414
C8 -1.945 1.204 4.298
C9 -1.408 0.984 3.039
C10 -0.075 0.623 2.871
C11 0.463 0.477 1.478
O7 1.561 0.896 1.149
O8 -0.383 -0.095 0.664
H6 2.426 -0.020 4.711
H7 0.817 0.528 6.141
H8 -1.537 1.205 6.407
H9 -2.980 1.498 4.406
H10 -2.011 1.105 2.149
C12 0.622 -4.887 -3.290
N1 0.277 -3.849 -2.335
C13 -0.262 -4.040 -1.082
C14 -0.373 -2.809 -0.517
N2 0.100 -1.886 -1.413
C15 0.482 -2.534 -2.496
H11 -0.207 -5.585 -3.386
H12 1.513 -5.422 -2.968
H13 0.809 -4.428 -4.257
H14 -0.516 -5.019 -0.716
H15 -0.743 -2.504 0.445
H16 0.899 -2.069 -3.374

**Frontier orbital gap**: 8.74 eV
**M**: 458.7 g mol⁻¹
**Net charge**: 0

These are the Löwdin partial charges, in e, on atoms 1 to 2:
1. Pd 1.108
2. O 0.118

***

Entry from the Open Molecules 2025 dataset: 2 unconnected molecules or ions with the total composition C4H8ClF at a distorted geometry (the ωB97M-V functional and the def2-TZVPD basis).

Cartesian coordinates (Å):
C1 -0.211 0.838 1.320
C2 -1.313 -0.659 -0.576
C3 -0.162 -0.471 0.431
C4 1.420 -0.113 -0.900
F1 2.569 -0.407 -0.206
Cl1 1.511 1.599 -1.395
H1 0.620 0.744 1.932
H2 -0.096 1.730 0.728
H3 -1.152 0.843 1.889
H4 -0.969 -1.351 -1.250
H5 -2.264 -1.019 -0.060
H6 -1.520 0.364 -1.132
H7 0.228 -1.226 0.962
H8 1.339 -0.873 -1.742

**Frontier orbital gap**: 10.34 eV
**M**: 110.6 g mol⁻¹
**Net charge**: 0

These are the Löwdin partial charges, in e, on atoms 1 to 2:
1. C -0.098
2. C -0.113

***

Entry from the Open Molecules 2025 dataset: a molecular structure, C77H74BrFN9O4P4Sr at a distorted geometry (the ωB97M-V functional and the def2-TZVPD basis).

Cartesian coordinates (Å):
Sr1 -0.181 0.707 0.387
N1 1.239 -3.461 -0.261
C1 1.324 -4.064 -1.496
C2 1.043 -5.425 -1.654
C3 1.221 -6.058 -2.866
C4 1.713 -5.353 -3.952
C5 1.998 -4.008 -3.813
C6 1.790 -3.342 -2.610
P1 2.001 -1.526 -2.421
C7 3.797 -1.450 -1.992
C8 4.227 -0.324 -1.298
C9 5.556 -0.173 -0.948
C10 6.472 -1.155 -1.289
C11 6.054 -2.279 -1.983
C12 4.722 -2.432 -2.325
C13 2.116 -1.073 -4.199
C14 1.049 -1.419 -5.029
C15 1.020 -1.033 -6.354
C16 2.059 -0.281 -6.880
C17 3.123 0.069 -6.066
C18 3.149 -0.313 -4.735
H1 0.929 -2.490 -0.271
H2 0.730 -4.003 0.423
H3 0.664 -5.985 -0.811
H4 0.960 -7.100 -2.975
H5 1.858 -5.840 -4.906
H6 2.383 -3.464 -4.663
H7 3.508 0.439 -1.039
H8 5.879 0.712 -0.418
H9 7.516 -1.029 -1.038
H10 6.766 -3.040 -2.275
H11 4.403 -3.310 -2.865
H12 0.254 -2.038 -4.642
H13 0.193 -1.333 -6.982
H14 2.037 0.022 -7.917
H15 3.941 0.644 -6.478
H16 3.985 -0.029 -4.112
Br1 -4.506 -1.744 7.314
C19 -5.010 -2.497 5.638
C20 -6.305 -2.329 5.174
C21 -6.645 -2.818 3.931
C22 -5.684 -3.443 3.125
C23 -4.395 -3.641 3.639
C24 -4.065 -3.187 4.897
N2 -6.068 -4.048 1.947
N3 -5.421 -4.079 0.891
C25 -4.351 -3.275 0.592
C26 -3.302 -3.867 -0.111
C27 -2.121 -3.205 -0.359
C28 -1.925 -1.855 -0.010
O1 -0.838 -1.223 -0.238
C29 -3.057 -1.181 0.589
N4 -2.916 0.130 0.843
C30 -3.920 0.787 1.368
C31 -5.180 0.220 1.595
C32 -5.352 -1.114 1.331
C33 -4.257 -1.881 0.889
H17 -7.041 -1.826 5.784
H18 -7.653 -2.712 3.558
H19 -3.668 -4.182 3.051
H20 -3.078 -3.356 5.301
H21 -3.412 -4.906 -0.384
H22 -1.318 -3.728 -0.853
H23 -3.732 1.820 1.629
H24 -6.004 0.826 1.944
H25 -6.327 -1.569 1.442
F1 5.220 -4.251 1.169
C34 5.225 -2.996 1.678
C35 4.143 -2.176 1.483
C36 4.113 -0.889 2.023
C37 2.936 -0.042 1.723
O2 1.983 -0.474 1.076
C38 3.083 1.297 2.227
C39 4.141 1.641 2.991
N5 5.162 0.820 3.369
C40 5.984 1.331 4.434
C41 6.696 0.501 5.459
C42 7.487 1.322 4.478
C43 5.201 -0.437 2.807
C44 6.314 -1.277 2.926
C45 6.346 -2.554 2.388
N6 7.523 -3.303 2.574
C46 8.060 -3.479 3.905
C47 9.574 -3.189 3.827
N7 9.972 -3.356 2.405
C48 9.406 -4.610 1.849
C49 7.880 -4.406 1.706
C50 2.051 2.410 1.994
O3 2.460 3.558 2.141
O4 0.892 2.032 1.713
H26 3.282 -2.511 0.920
H27 4.192 2.670 3.321
H28 5.524 2.229 4.824
H29 6.670 -0.572 5.374
H30 6.653 0.840 6.482
H31 8.046 0.846 3.688
H32 7.977 2.210 4.847
H33 7.200 -0.936 3.428
H34 7.882 -4.500 4.267
H35 7.574 -2.800 4.602
H36 10.141 -3.880 4.448
H37 9.805 -2.170 4.136
H38 10.988 -3.311 2.297
H39 9.528 -2.588 1.881
H40 9.639 -5.422 2.538
H41 9.862 -4.833 0.884
H42 7.360 -5.341 1.955
H43 7.623 -4.144 0.679
C51 -0.214 4.712 0.949
P2 -1.333 3.266 1.149
C52 -2.904 4.149 0.645
C53 -1.560 3.263 2.979
C54 -1.862 4.468 3.610
C55 -2.074 4.547 4.972
C56 -1.988 3.401 5.744
C57 -1.673 2.202 5.139
C58 -1.452 2.111 3.765
P3 -0.950 0.485 3.093
C59 0.494 0.151 4.196
C60 -2.160 -0.639 3.925
H44 -0.694 5.636 1.263
H45 0.045 4.788 -0.108
H46 0.698 4.562 1.518
H47 -3.428 4.573 1.498
H48 -3.570 3.460 0.130
H49 -2.650 4.950 -0.047
H50 -1.924 5.375 3.027
H51 -2.296 5.497 5.437
H52 -2.158 3.443 6.811
H53 -1.593 1.319 5.756
H54 0.211 0.098 5.247
H55 1.232 0.938 4.061
H56 0.935 -0.799 3.890
H57 -2.096 -0.603 5.011
H58 -1.937 -1.651 3.585
H59 -3.175 -0.395 3.622
N8 -0.435 0.687 -3.012
P4 -1.877 0.804 -2.072
C61 -2.700 1.964 -3.258
C62 -3.240 1.557 -4.475
C63 -3.730 2.493 -5.369
C64 -3.678 3.842 -5.058
C65 -3.110 4.258 -3.864
C66 -2.620 3.321 -2.971
C67 -2.684 -0.736 -2.594
C68 -1.958 -1.835 -3.029
C69 -2.609 -2.998 -3.399
C70 -3.986 -3.089 -3.284
C71 -4.714 -2.016 -2.790
C72 -4.066 -0.842 -2.453
C73 0.637 1.513 -2.797
C74 1.381 1.996 -3.885
C75 2.503 2.757 -3.651
C76 2.839 3.058 -2.336
C77 2.021 2.581 -1.330
N9 0.955 1.818 -1.538
H60 -0.604 0.492 -3.998
H61 -3.282 0.506 -4.727
H62 -4.147 2.171 -6.314
H63 -4.069 4.566 -5.757
H64 -3.049 5.313 -3.635
H65 -2.164 3.626 -2.037
H66 -0.879 -1.784 -3.014
H67 -2.039 -3.842 -3.764
H68 -4.489 -4.000 -3.572
H69 -5.785 -2.103 -2.676
H70 -4.628 0.004 -2.073
H71 1.059 1.759 -4.888
H72 3.091 3.130 -4.476
H73 3.701 3.661 -2.099
H74 2.221 2.844 -0.303

**Frontier orbital gap**: 4.78 eV
**M**: 1499.9 g mol⁻¹
**Net charge**: +1

These are the Löwdin partial charges, in e, on atoms 1 to 2:
1. Sr 1.162
2. N 0.108

***

Entry from the Open Molecules 2025 dataset: a gas-phase ion, C8H11N4S (charge +1) at a distorted geometry (the ωB97M-V functional and the def2-TZVPD basis).

Cartesian coordinates (Å):
C1 0.806 2.360 0.243
C2 1.647 0.244 0.070
C3 -0.521 2.006 -0.102
C4 0.308 -0.270 -0.095
C5 -2.589 -0.775 -0.109
C6 2.792 -0.695 -0.042
C7 -1.747 2.816 -0.124
C8 0.394 -2.739 0.104
N1 1.756 1.504 0.315
N2 -0.698 0.651 -0.266
N3 -1.621 -1.682 0.002
N4 -0.271 -1.470 -0.094
S1 -3.990 -0.014 -0.007
H1 1.065 3.450 0.349
H2 2.597 -1.183 -1.067
H3 3.707 -0.067 0.037
H4 2.782 -1.458 0.682
H5 -2.379 2.653 -1.016
H6 -2.370 2.625 0.696
H7 -1.466 3.967 -0.059
H8 -0.096 -3.592 -0.490
H9 1.372 -2.670 -0.296
H10 0.454 -3.012 1.109
H11 -1.933 -2.649 0.162

**Frontier orbital gap**: 6.84 eV
**M**: 195.3 g mol⁻¹
**Net charge**: +1

These are the Löwdin partial charges, in e, on atoms 1 to 2:
1. C -0.085
2. C -0.261